Here is a 2-piece molecular cluster, CH2ClO2S overall in a non-equilibrium geometry from the Open Molecules 2025 dataset. Energies are from ωB97M-V/def2-TZVPD.

Each atom is followed by the atoms it is bonded to, with distances in Å.
Cartesian coordinates (Å):
1 C -0.579 -0.697 -0.540  S4 1.717, H6 1.073, H7 1.029
2 O 0.383 -1.265 1.928  S4 1.527
3 O -1.740 0.168 1.737  S4 1.482
4 S -0.469 -0.285 1.124  C1 1.717, O2 1.527, O3 1.482
5 Cl 3.276 2.893 -2.052  no bonds
6 H -1.195 -0.080 -1.165  C1 1.073
7 H 0.325 -0.733 -1.031  C1 1.029

As for the charge: -1. The value obtained for the LUMO energy (alpha / beta) is 3.17 / -0.84 eV. As for the energy above the lowest of the compared OMol25 structures with the same formula, charge and spin: 0.773 eV. Its spin multiplicity is 3. The HOMO-LUMO gap (alpha / beta) is 6.974 / 2.835 eV. The calculation puts the electronic energy at -1048.07342 Eh.